C47H63FNO5P2SSbTi as an isolated structure, computed with ωB97M-V/def2-TZVPD.

Properties
- expectation value of S² = 0.753
- maximum force (eV/Å) = 0.8
- M (g mol⁻¹) = 1004.66
- energy relative to the best compared isomer or geometry (same formula, charge and spin) (kJ/mol) = 40.3
- spin multiplicity = 2
- DFT total energy (a.u.) = -4530.4775
- net charge = -1

CARTESIAN COORDINATES (ANGSTROEM)
Ti: 0.665 -0.263 -0.443
C: 5.636 -1.229 2.112
C: 4.371 -0.384 2.005
C: 4.096 0.366 3.312
P: 2.804 -1.159 1.374
C: 2.253 -2.534 2.492
C: 1.090 -2.018 3.345
C: 3.282 -3.239 3.376
C: 3.380 -1.999 -0.141
C: 3.908 -3.288 -0.171
C: 4.256 -3.920 -1.353
C: 4.830 -5.309 -1.356
C: 4.031 -3.233 -2.544
C: 3.488 -1.966 -2.545
C: 3.175 -1.315 -1.347
N: 2.566 -0.038 -1.303
C: 2.998 0.951 -2.165
C: 4.229 0.916 -2.850
C: 4.635 1.959 -3.664
C: 3.871 3.108 -3.838
C: 4.308 4.229 -4.740
C: 2.689 3.180 -3.112
C: 2.249 2.149 -2.294
P: 0.833 2.297 -1.172
C: -0.435 3.402 -1.962
C: -0.261 4.906 -1.744
C: -0.596 3.107 -3.464
C: 1.580 3.330 0.175
C: 0.585 3.533 1.316
C: 2.863 2.712 0.714
H: 6.503 -0.572 2.231
H: 5.799 -1.837 1.221
H: 5.609 -1.891 2.979
H: 4.544 0.369 1.226
H: 3.897 -0.331 4.130
H: 3.232 1.027 3.224
H: 4.960 0.971 3.597
H: 1.838 -3.251 1.777
H: 1.418 -1.221 4.020
H: 0.683 -2.826 3.958
H: 0.289 -1.614 2.727
H: 3.659 -2.571 4.154
H: 4.140 -3.623 2.826
H: 2.806 -4.084 3.881
H: 4.032 -3.832 0.758
H: 4.756 -5.764 -0.368
H: 5.885 -5.308 -1.643
H: 4.301 -5.954 -2.060
H: 4.236 -3.721 -3.491
H: 3.241 -1.487 -3.483
H: 4.881 0.064 -2.732
H: 5.587 1.873 -4.178
H: 5.242 3.982 -5.245
H: 4.469 5.158 -4.186
H: 3.562 4.438 -5.511
H: 2.094 4.085 -3.181
H: -1.361 3.099 -1.463
H: 0.685 5.276 -2.145
H: -0.315 5.190 -0.694
H: -1.065 5.432 -2.265
H: -0.107 3.883 -4.056
H: -1.653 3.103 -3.732
H: -0.161 2.155 -3.769
H: 1.824 4.296 -0.282
H: 0.388 2.582 1.812
H: -0.373 3.922 0.977
H: 0.997 4.235 2.047
H: 2.668 1.712 1.106
H: 3.239 3.329 1.535
H: 3.642 2.633 -0.045
O: -1.505 -3.149 -1.442
S: -0.141 -2.688 -1.406
O: 0.836 -3.566 -1.983
O: -0.039 -1.265 -2.063
O: 0.265 -2.256 0.008
O: -2.191 0.583 -2.538
H: -2.230 0.717 -3.489
H: -1.483 -0.073 -2.428
F: -0.099 0.426 1.139
C: -2.317 -3.436 1.939
C: -2.848 -2.423 2.916
C: -2.963 -2.776 4.260
C: -3.484 -1.896 5.197
C: -3.905 -0.641 4.793
C: -3.795 -0.279 3.458
C: -3.269 -1.147 2.507
Sb: -3.059 -0.657 0.419
C: -3.548 1.443 0.638
C: -2.784 2.107 1.598
C: -2.907 3.471 1.825
C: -3.783 4.214 1.052
C: -4.520 3.576 0.067
C: -4.422 2.202 -0.152
C: -5.247 1.605 -1.257
C: -5.009 -1.442 -0.130
C: -5.989 -1.588 0.852
C: -7.234 -2.136 0.574
C: -7.515 -2.563 -0.713
C: -6.548 -2.432 -1.696
C: -5.295 -1.881 -1.428
C: -4.297 -1.761 -2.548
H: -3.125 -3.847 1.327
H: -1.840 -4.265 2.463
H: -1.581 -3.012 1.255
H: -2.629 -3.759 4.571
H: -3.554 -2.191 6.237
H: -4.321 0.057 5.510
H: -4.133 0.706 3.158
H: -2.067 1.549 2.189
H: -2.311 3.945 2.595
H: -3.886 5.283 1.202
H: -5.196 4.154 -0.554
H: -5.776 2.390 -1.800
H: -5.982 0.895 -0.878
H: -4.616 1.068 -1.964
H: -5.793 -1.257 1.863
H: -7.970 -2.230 1.364
H: -8.476 -3.003 -0.952
H: -6.760 -2.770 -2.705
H: -4.657 -2.283 -3.435
H: -3.330 -2.185 -2.269
H: -4.120 -0.716 -2.813

Atomic partial charges in e from the Löwdin method, atoms 1 to 99: 0.86 -0.11 -0.54 -0.13 1.10 -0.53 -0.12 -0.12 -0.30 -0.05 -0.28 -0.06 -0.04 -0.04 -0.32 -0.11 -0.30 -0.03 -0.05 -0.30 -0.07 -0.06 -0.30 1.09 -0.51 -0.12 -0.13 -0.52 -0.12 -0.11 0.07 0.06 0.06 0.09 0.06 0.06 0.07 0.10 0.07 0.08 0.05 0.06 0.05 0.08 0.09 0.07 0.07 0.08 0.11 0.12 0.10 0.10 0.07 0.07 0.07 0.10 0.09 0.06 0.06 0.08 0.07 0.07 0.07 0.10 0.06 0.04 0.08 0.03 0.08 0.08 -0.34 0.33 -0.28 -0.47 -0.47 -0.10 0.05 -0.01 -0.50 -0.07 -0.31 -0.06 -0.10 -0.10 -0.14 -0.32 1.65 -0.30 -0.17 -0.11 -0.10 -0.07 -0.29 -0.05 -0.31 -0.12 -0.10 -0.10 -0.06